{
  "formula": "C4H11NO",
  "method": "wB97M-V/def2-TZVPD",
  "symbols": ["C", "C", "N", "O", "H", "H", "H", "H", "H", "C", "C", "H", "H", "H", "H", "H", "H"],
  "xyz": [[0.359977, 0.707288, -1.577822], [-0.802000, 1.443627, -1.008116], [-1.718465, 2.010168, -1.881078], [-1.007413, 1.556218, 0.180274], [1.179118, 1.346734, -1.876193], [0.128796, 0.085213, -2.446772], [0.692196, 0.011702, -0.811025], [-2.519838, 2.377690, -1.389943], [-1.906520, 1.507817, -2.732607], [1.439072, -1.196089, 1.767838], [-0.036446, -1.542877, 1.613169], [1.838501, -0.573555, 0.971683], [1.655072, -0.720282, 2.729974], [2.031426, -2.113074, 1.843695], [-0.300827, -1.581196, 0.550514], [-0.273176, -2.499309, 2.071003], [-0.759470, -0.820074, 1.995407]],
  "atomic_forces_ev_per_a": [[0.3, -1.0, -0.2], [-1.4, 0.4, 0.0], [0.5, -0.3, -0.1], [0.6, 0.0, 0.4], [0.1, 0.4, 0.1], [-0.3, 0.3, -0.1], [0.2, 0.2, 0.1], [-0.1, -0.1, -0.1], [0.0, 0.2, -0.2], [0.2, -0.3, 1.0], [-0.4, 0.2, -0.6], [0.0, 0.1, 0.0], [-0.2, 0.3, -0.2], [0.0, 0.0, -0.5], [0.1, -0.4, 0.1], [0.0, -0.1, 0.0], [0.4, 0.2, 0.3]],
  "mulliken_charge": [-0.548, 0.528, -0.467, -0.576, 0.306, 0.318, -0.099, 0.259, 0.239, -0.727, -0.751, 0.223, 0.257, 0.268, 0.175, 0.344, 0.251],
  "relative_energy_kcal_mol": 6.3,
  "homo_lumo_gap_ev": 10.786,
  "total_charge": 0,
  "homo_ev": -9.89,
  "molar_mass_g_mol": 89.1,
  "total_energy_ev": -7864.28182,
  "smiles": "CC(N)=O.CC",
  "lumo_ev": 0.90
}

{
  "formula": "C3H12O3S",
  "method": "wB97M-V/def2-TZVPD",
  "symbols": ["O", "C", "C", "C", "S", "H", "H", "H", "H", "H", "H", "H", "H", "O", "H", "H", "O", "H", "H"],
  "xyz": [[1.944203, 0.607653, 0.052119], [1.391135, 0.973372, -1.209560], [-0.067536, 0.617325, -1.474250], [-1.206892, 1.088042, -0.451402], [-2.798943, 1.066135, -1.325518], [1.111470, 0.546646, 0.532102], [2.078511, 0.463855, -2.043634], [1.432509, 2.120356, -1.284976], [-0.162556, -0.501215, -1.576285], [-0.376175, 1.006841, -2.501184], [-1.144938, 0.522974, 0.589116], [-0.969729, 2.132250, -0.365212], [-2.963750, -0.297073, -1.415601], [0.805164, -1.985342, 0.909298], [0.342459, -2.726582, 0.445896], [1.207566, -2.156772, 1.742260], [2.133061, -2.401201, 3.724061], [2.959785, -2.033440, 4.077061], [1.508258, -1.977324, 4.336194]],
  "atomic_forces_ev_per_a": [[-1.3, 0.2, -0.6], [1.5, 1.1, -1.8], [-1.3, -1.7, -0.6], [1.9, -1.4, 0.0], [-0.2, -0.9, 0.6], [0.5, -0.5, 1.0], [-1.5, 1.3, 1.6], [0.3, -1.4, -0.2], [0.1, 0.9, 0.1], [0.6, -0.3, 1.4], [-0.4, 1.2, -2.2], [-0.3, 0.7, 0.7], [0.2, 0.8, 0.1], [-1.4, 0.4, -2.3], [1.0, 0.7, 1.5], [0.4, -1.1, 1.0], [0.0, 0.7, 0.8], [0.0, -0.3, -0.5], [-0.1, -0.4, -0.4]],
  "mulliken_charge": [-0.432, -0.392, -0.637, -0.527, -0.231, 0.262, 0.238, 0.234, 0.312, 0.395, 0.312, 0.319, 0.120, -0.569, 0.285, 0.329, -0.662, 0.322, 0.321],
  "relative_energy_kcal_mol": 30.3,
  "homo_lumo_gap_ev": 9.557,
  "total_charge": 0,
  "homo_ev": -9.08,
  "molar_mass_g_mol": 128.2,
  "total_energy_ev": -20282.07116,
  "smiles": "OCCCS.O.O",
  "lumo_ev": 0.48
}